No. 1
A 2-piece molecular cluster, C7H19N2 overall at a distorted geometry. Source: OMol25; level of theory: ωB97M-V/def2-TZVPD.

The geometry in XYZ format:
```
28
Properties=species:S:1:pos:R:3:forces:R:3
C -2.15116 -1.25958 -0.29995 0.7368 0.1766 -0.3647
C -1.60611 1.16369 -0.89931 3.3344 0.6973 5.4077
C -1.52940 0.33347 1.57846 -0.7271 -1.0675 0.3223
C 1.03160 -0.65697 -1.71631 -0.4904 0.9014 1.2870
C 2.78226 0.96163 0.48075 2.8073 -1.8132 0.0623
C -1.42445 -0.00326 0.12352 3.1588 -1.1868 -2.5580
C 0.63401 -0.43007 -0.28074 -1.9550 0.0853 0.8910
N 1.03848 -1.46234 0.57390 -1.9837 1.5858 3.2793
N 1.32611 0.92778 0.35938 0.1963 -1.8497 -0.5444
H -1.92358 -2.14788 0.29124 0.6080 -0.0661 -0.2561
H -2.09361 -1.42191 -1.40416 -0.0927 -0.0712 1.0013
H -3.16034 -1.09285 -0.00207 -1.2543 0.2559 -0.2050
H -2.51615 1.18800 -1.31107 -3.4480 0.2187 -1.6425
H -0.80630 1.21707 -1.57943 0.5831 -0.2640 -1.2824
H -1.42592 2.05308 -0.21077 -0.6949 -0.3880 -1.1917
H -1.60098 -0.46823 2.35099 0.3431 0.0319 -0.9918
H -2.44721 0.86641 1.73366 -0.7015 0.5005 -0.0244
H -0.77946 1.00354 1.88062 0.9858 1.1082 0.5885
H 2.05150 -0.95936 -1.76956 0.8034 -0.6943 -0.0674
H 0.35545 -1.40179 -2.06912 -0.2677 -0.5765 -0.6944
H 0.98439 0.24387 -2.29451 -0.4069 0.4556 -0.4708
H 3.18557 0.58200 -0.51452 -0.1778 1.0086 1.3075
H 3.25942 1.88563 0.85864 -0.9358 0.1569 -0.9478
H 3.24096 0.26666 1.26317 -1.4553 0.2855 -1.0969
H 1.27139 -2.36211 0.23949 0.1799 -0.7328 -0.5149
H 0.44768 -1.47634 1.50896 1.6789 -0.4649 -2.6528
H 0.99078 1.75191 -0.09849 -0.6148 0.5356 -0.0625
H 0.86508 0.69795 1.20720 -0.2098 1.1709 1.4217
```
Forces are in eV/Å.

Charge: +1
Gap between HOMO and LUMO in eV: 9.781
HOMO energy in Eh: -0.4588
Energy above the lowest of the compared OMol25 structures with the same formula, charge and spin in kcal/mol: 65.63
E in hartree: -387.280073

=====

No. 2
C14H15Cl2CoIN2O2 as an isolated structure at a distorted geometry. Source: OMol25; level of theory: ωB97M-V/def2-TZVPD.

The geometry in XYZ format:
```
37
Properties=species:S:1:pos:R:3:forces:R:3
C 0.86219 3.49777 1.24066 0.1864 0.7131 1.1052
C 2.98649 0.94616 -0.12590 2.3762 -0.0611 -0.5349
H -0.01378 4.02157 0.83056 0.5600 -0.0996 -0.0156
H 1.79909 4.09668 1.20942 -0.6901 -0.1689 -0.2483
H 0.66933 3.21592 2.29461 -0.0075 0.0345 -0.5969
H 3.14247 0.29847 -1.00973 -0.3543 0.5523 0.6774
H 3.73234 1.76566 -0.14794 -0.2985 -0.5289 0.1058
H 3.07983 0.37602 0.81603 -0.5221 0.1406 -0.0339
C -1.94244 1.87552 -0.40743 -0.5816 -0.6028 -0.3908
C -3.26670 1.63077 -0.79799 0.5572 -0.0391 0.0274
C -3.55535 0.44953 -1.48654 0.5822 -0.0386 0.0499
C -2.51818 -0.46378 -1.70714 0.4153 0.4549 0.3371
H -1.64868 2.80060 0.07820 -0.1615 -0.0594 -0.0361
H -4.01840 2.37639 -0.57185 -0.0678 -0.1243 -0.0947
H -4.56337 0.24011 -1.84515 0.2816 0.0642 0.0963
H -2.67151 -1.38229 -2.27112 -0.2156 0.3074 0.3066
N -0.96912 0.99078 -0.59559 0.1715 -0.0125 -0.1456
C -1.23067 -0.17997 -1.18667 -1.0274 0.4701 -0.2427
C -0.15427 -1.19664 -1.19325 0.4801 -1.2596 -0.6878
N 0.95969 -0.93685 -0.50544 -0.7614 0.2217 0.2308
C 1.85740 -1.88767 -0.30422 -0.2076 -0.8006 -0.8725
C 0.64949 -3.42484 -1.68916 0.3366 0.1195 0.0061
C 1.77740 -3.15564 -0.90453 -0.5321 0.9329 0.2588
H 2.67302 -1.61979 0.34715 0.2016 -0.1157 0.0347
H 2.58989 -3.85014 -0.74606 -0.1862 -0.2125 -0.0382
C -0.33035 -2.44539 -1.84597 0.3097 0.5451 0.3641
H -1.20509 -2.60986 -2.47749 0.3863 -0.1567 0.3130
H 0.55944 -4.39568 -2.17840 -0.0758 0.2981 0.0721
Co 1.30483 1.78555 0.39448 -2.0533 -1.8598 0.9348
I 1.58122 2.69911 -1.76707 0.1466 0.9089 -1.3978
Cl -1.94098 -0.20019 3.78072 -0.1561 0.0104 -0.1098
C -0.71621 -1.14177 2.93990 1.0340 0.4021 -0.2955
Cl -1.38973 -2.17090 1.63842 -0.1205 0.1860 0.2144
C 0.45331 -0.24944 2.31894 0.3766 -1.0759 0.6615
O 1.56250 -0.78384 2.45314 -0.6980 0.8101 -0.3219
O 0.14228 0.85511 1.76832 0.5376 -0.2681 0.5204
H -0.24737 -1.82704 3.65410 -0.2220 0.3122 -0.2530
```
Forces are in eV/Å.

Gap between HOMO and LUMO (spin up / spin down) in eV: 6.445 / 7.442
HOMO energy (spin up / spin down) in Eh: -0.3036 / -0.3329
Energy above the lowest of the compared OMol25 structures with the same formula, charge and spin in kcal/mol: 102.16
Spin multiplicity: 4
E in hartree: -3403.220789

=====

No. 3
One molecule with the formula C6H12N2O2 at a distorted geometry. Source: OMol25; level of theory: ωB97M-V/def2-TZVPD.

The geometry in XYZ format:
```
22
Properties=species:S:1:pos:R:3:forces:R:3
H 2.52808 -1.83934 0.37980 -0.0289 -0.0665 0.0838
N 3.34629 -1.24214 0.29751 -1.5271 -0.4766 -1.4965
C 3.07613 -0.09103 -0.22996 0.6070 -1.1171 4.4710
O 4.15711 0.67552 -0.16158 2.7903 -0.8780 1.5226
C 1.80503 0.69773 -0.04890 -0.5111 0.2365 -1.5645
C 0.55147 -0.14793 0.03208 -0.1231 -0.3041 -0.1153
O -0.56494 0.73311 0.00976 0.3724 0.3209 0.0135
C -1.77505 0.14951 -0.03772 -0.8371 -0.1206 -0.0217
N -2.81523 0.85450 0.01641 0.5256 -0.2374 -0.0018
C -4.13020 0.24283 -0.05296 -0.2553 0.1128 -0.0132
C -4.22934 -1.27449 0.04329 -0.0003 -0.2091 -0.0357
H 4.72983 -0.02202 0.49351 -1.4284 2.6503 -2.8336
H 1.74260 1.40013 -0.89257 -0.3092 -0.0459 0.2444
H 1.89575 1.30936 0.86038 0.2963 -0.2980 -0.2907
H 0.53468 -0.73330 0.96506 0.0609 0.0858 -0.2039
H 0.49113 -0.84430 -0.81910 0.0496 0.1059 0.1564
H -1.74540 -0.94613 -0.14230 -0.0105 0.1842 0.0663
H -4.59122 0.57921 -0.99502 0.1004 -0.0588 0.2248
H -4.73699 0.69880 0.74503 0.2045 -0.1112 -0.1901
H -3.75902 -1.65865 0.96047 -0.1163 0.1076 -0.2148
H -5.28826 -1.56402 0.06262 0.2640 0.0347 -0.0231
H -3.76238 -1.77117 -0.81981 -0.1237 0.0845 0.2223
```
Forces are in eV/Å.

Gap between HOMO and LUMO in eV: 10.193
HOMO energy in Eh: -0.3568
Energy above the lowest of the compared OMol25 structures with the same formula, charge and spin in kcal/mol: 59.06
SMILES: [H]/N=C(/O)CCO/C=N/CC
E in hartree: -495.743407

=====

Question: Which value of E does entry 1 give?
Answer: -387.280073 hartree